8
Properties=species:S:1:pos:R:3:mulliken_charge:R:1 method="wB97M-V/def2-TZVPD" gap_ev=10.66 total_charge=+1 total_energy_ev=-14453.682 de_lowest_kj_mol=159.6
C -0.23346 -0.72846 0.36294 -0.2604
C -0.26571 0.72709 0.41062 -0.0305
N 0.60638 -0.02757 -0.60108 -0.1148
S -1.82315 0.00366 -0.11896 -0.0260
H 0.02726 -1.40145 1.03017 0.4581
H -0.07650 1.55789 0.96184 0.4788
H 1.57763 -0.08257 -0.58526 0.2904
H 0.18755 -0.04859 -1.46027 0.2045



8
Properties=species:S:1:pos:R:3:mulliken_charge:R:1 method="wB97M-V/def2-TZVPD" gap_ev=11.27 total_charge=0 total_energy_ev=-6232.181 de_lowest_kj_mol=205.2
C 0.38554 0.56024 -0.17823 -0.4065
C 0.11880 -0.75681 0.41417 0.1920
H -1.33362 0.04495 -0.65038 0.3546
H 0.09922 1.28031 0.63376 0.2224
H 1.37653 0.65606 -0.48906 0.3541
H 0.78215 -1.04055 1.31873 0.2814
O -0.62058 0.69544 -1.19605 -0.5447
O -0.80804 -1.43965 0.14705 -0.4533



8
Properties=species:S:1:pos:R:3:mulliken_charge:R:1 method="wB97M-V/def2-TZVPD" gap_ev=11.88 total_charge=0 total_energy_ev=-6233.284 de_lowest_kj_mol=98.7
C 0.02350 0.61291 0.85213 -0.5238
C -0.09730 -0.87176 -0.98316 0.2032
H -0.59590 1.41820 0.27070 0.2369
H -0.09930 0.59501 1.90820 0.2524
H 1.04488 0.95598 0.59479 0.2518
H -0.31624 -1.96681 -1.21881 0.3089
O -0.17028 -0.68833 0.33121 -0.2809
O 0.21064 -0.05520 -1.75507 -0.4486



8
Properties=species:S:1:pos:R:3:mulliken_charge:R:1 method="wB97M-V/def2-TZVPD" gap_ev=10.95 total_charge=0 total_energy_ev=-6232.647 de_lowest_kj_mol=160.2
O -1.43637 0.27806 -0.16585 -0.5005
C -0.33374 -0.54379 -0.00652 -0.3693
C 0.90232 0.36144 -0.04154 0.2326
O 0.86063 1.54837 0.21209 -0.5197
H -1.08357 1.12831 0.15029 0.3331
H -0.29486 -1.08123 0.96910 0.2342
H -0.33293 -1.34879 -0.77483 0.2887
H 1.67915 -0.32891 -0.35793 0.3010



8
Properties=species:S:1:pos:R:3:mulliken_charge:R:1 method="wB97M-V/def2-TZVPD" gap_ev=10.22 total_charge=0 total_energy_ev=-6230.559 de_lowest_kj_mol=361.7
O 1.38684 -0.35602 0.16633 -0.5003
C 0.20775 0.62042 0.28226 -0.6187
C -0.92545 -0.06954 -0.34594 0.2245
O -0.81902 -1.26457 -0.59718 -0.5723
H 0.84981 -1.13919 -0.10866 0.4215
H 0.69494 0.10380 1.23034 0.4303
H 0.46615 1.63351 -0.05920 0.2586
H -1.86103 0.47158 -0.56793 0.3563



9
Properties=species:S:1:pos:R:3:mulliken_charge:R:1 method="wB97M-V/def2-TZVPD" gap_ev=7.21 total_charge=-1 total_energy_ev=-15523.188 de_lowest_kj_mol=114.9
C -0.52957 -0.13611 -0.67700 -0.2036
C -0.10978 -0.53444 0.78590 -0.7671
O 1.79573 1.74613 0.74108 -0.5158
O 0.54419 0.57159 -1.18717 -0.3511
P 1.67608 0.41931 0.11907 -0.0295
H -0.71493 -0.94888 -1.32870 0.1745
H -1.52950 0.36109 -0.85489 0.1962
H -0.76509 0.11598 1.49005 0.1712
H -0.36713 -1.59467 0.91166 0.3253